{
  "formula": "C4H10N4",
  "method": "the ωB97M-V functional and the def2-TZVPD basis",
  "species": ["C", "C", "N", "C", "C", "N", "N", "N", "H", "H", "H", "H", "H", "H", "H", "H", "H", "H"],
  "positions_angstrom": [[-1.240, 0.025, -1.252], [-0.613, 0.308, 0.106], [-1.793, 0.543, 0.968], [0.410, -0.764, 0.422], [1.725, -0.044, 0.039], [2.940, -0.470, 0.004], [1.340, 1.292, -0.093], [0.170, 1.497, 0.053], [-2.024, 0.715, -1.771], [-1.632, -0.943, -1.145], [-0.410, -0.100, -1.926], [-2.660, -0.072, 0.705], [-1.945, 1.611, 0.792], [-1.754, 0.387, 1.920], [0.261, -1.729, -0.048], [0.323, -0.950, 1.588], [3.298, -1.400, 0.162], [3.603, 0.093, -0.523]],
  "lumo_ev": -10.564,
  "homo_ev": -19.2,
  "gap_ev": 8.68,
  "total_charge": 2
}

---

{
  "formula": "C4H10N4O",
  "method": "the ωB97M-V functional and the def2-TZVPD basis",
  "species": ["H", "N", "C", "N", "O", "C", "N", "H", "N", "C", "C", "H", "H", "H", "H", "H", "H", "H", "H"],
  "positions_angstrom": [[0.173, 0.024, 2.950], [0.113, 0.050, 1.909], [-0.635, 0.972, 1.496], [-1.115, 2.116, 2.096], [-0.957, 1.066, 0.125], [-1.263, -0.214, -0.417], [-2.348, -0.772, -0.124], [-2.381, -1.616, -0.610], [-0.421, -0.714, -1.378], [0.989, -0.204, -1.649], [2.050, -1.126, -0.896], [-1.567, 2.698, 1.469], [-0.851, 2.439, 3.056], [-0.621, -1.571, -1.819], [1.051, -0.022, -2.834], [1.013, 0.811, -1.180], [1.862, -2.169, -1.278], [3.062, -0.786, -1.065], [1.847, -0.983, 0.149]],
  "lumo_ev": 0.891,
  "homo_ev": -8.7,
  "gap_ev": 9.64
}

---

{
  "formula": "C4H10N4O",
  "method": "the ωB97M-V functional and the def2-TZVPD basis",
  "species": ["C", "N", "N", "N", "C", "C", "O", "N", "C", "H", "H", "H", "H", "H", "H", "H", "H", "H", "H"],
  "positions_angstrom": [[-1.771, 2.583, -1.609], [-0.478, 1.655, -1.464], [-0.631, 0.556, -0.805], [0.447, 0.028, -0.166], [1.709, 0.762, 0.017], [-0.087, -1.320, 0.234], [-1.094, -1.819, -0.271], [0.779, -1.817, 1.089], [1.015, -1.129, 2.471], [-1.584, 3.102, -2.444], [-1.957, 3.201, -0.527], [-2.719, 2.044, -1.895], [2.495, 0.275, 0.624], [1.769, 1.152, -0.925], [1.572, 1.726, 0.718], [0.265, -2.775, 1.272], [1.967, -0.544, 2.475], [0.675, -1.769, 3.294], [0.255, -0.183, 2.329]],
  "lumo_ev": 0.689,
  "homo_ev": -8.3,
  "gap_ev": 9.01
}

---

{
  "formula": "C4H10N4OP",
  "method": "the ωB97M-V functional and the def2-TZVPD basis",
  "species": ["C", "C", "C", "N", "C", "N", "P", "N", "N", "O", "H", "H", "H", "H", "H", "H", "H", "H", "H", "H"],
  "positions_angstrom": [[-1.481, 1.114, -0.343], [-2.320, 0.198, -1.157], [-1.651, -0.574, -2.086], [-0.346, -0.863, -2.078], [0.558, -0.842, -1.062], [0.475, -0.009, -0.069], [0.818, -0.057, 1.601], [1.129, 1.537, 1.839], [2.229, -0.907, 1.850], [-0.461, -0.543, 2.169], [-0.741, 1.784, -0.767], [-1.732, 1.430, 0.616], [-3.472, 0.065, -0.814], [-2.340, -0.921, -2.849], [-0.068, -1.357, -2.959], [1.511, -1.496, -1.171], [0.953, 2.077, 2.772], [1.743, 2.028, 1.194], [2.314, -1.851, 2.268], [2.883, -0.813, 1.045]],
  "lumo_ev": -5.154,
  "homo_ev": -13.2,
  "gap_ev": 8.08,
  "total_charge": 1
}

---

{
  "formula": "C4H10N5",
  "method": "the ωB97M-V functional and the def2-TZVPD basis",
  "species": ["H", "N", "N", "N", "C", "N", "C", "C", "N", "C", "H", "H", "H", "H", "H", "H", "H", "H", "H"],
  "positions_angstrom": [[-3.174, 0.268, -0.818], [-2.256, 0.353, -0.260], [-1.309, 0.985, -0.832], [-0.320, 1.560, -0.349], [0.463, 1.402, 0.732], [0.553, 2.418, 1.592], [1.531, 0.447, 0.673], [1.353, -0.785, 0.211], [0.149, -1.162, -0.286], [-0.041, -2.406, -0.953], [-1.364, 1.435, -1.731], [1.303, 2.315, 2.273], [-0.312, 3.040, 1.797], [2.457, 0.633, 1.242], [2.125, -1.436, 0.189], [-0.750, -0.940, 0.047], [-1.026, -2.378, -1.398], [0.639, -2.445, -1.833], [-0.021, -3.303, -0.296]],
  "lumo_ev": -4.130,
  "homo_ev": -12.7,
  "gap_ev": 8.61,
  "total_charge": 1
}

---

{
  "formula": "C4H10N5",
  "method": "the ωB97M-V functional and the def2-TZVPD basis",
  "species": ["C", "C", "C", "C", "N", "N", "N", "N", "N", "H", "H", "H", "H", "H", "H", "H", "H", "H", "H"],
  "positions_angstrom": [[0.313, 1.825, 0.137], [1.776, -0.192, -0.143], [-1.615, 0.252, -0.119], [-2.194, -0.379, 1.090], [-0.853, 1.288, 0.127], [1.507, 1.196, 0.078], [0.683, -0.897, -0.338], [3.054, -0.674, -0.174], [-1.922, -0.248, -1.296], [0.285, 2.847, 0.370], [-1.722, -1.375, 1.259], [-3.208, -0.590, 1.065], [-1.973, 0.081, 2.029], [2.246, 1.771, 0.296], [0.831, -1.983, -0.448], [3.878, -0.383, 0.141], [3.046, -1.542, -0.608], [-2.699, -0.920, -1.284], [-1.435, -0.076, -2.181]],
  "lumo_ev": [-2.768, -6.709],
  "homo_ev": [-8.9, -13.6],
  "spin_multiplicity": 3,
  "gap_ev": [6.15, 6.90],
  "total_charge": 1
}

---

{
  "formula": "C4H10N5O3S2",
  "method": "the ωB97M-V functional and the def2-TZVPD basis",
  "species": ["N", "C", "N", "C", "N", "C", "N", "C", "N", "O", "S", "O", "O", "S", "H", "H", "H", "H", "H", "H", "H", "H", "H", "H"],
  "positions_angstrom": [[-3.066, 2.219, 2.159], [-2.667, 1.560, 1.221], [-2.392, 0.639, 0.497], [-1.603, -0.088, -0.255], [-1.882, -0.364, -1.479], [-0.373, -0.848, 0.245], [0.058, -1.883, -0.648], [0.903, 0.008, 0.322], [2.066, -0.748, 0.561], [0.712, 1.179, 1.222], [0.492, 2.524, 0.467], [-0.305, 2.150, -0.664], [2.015, 2.793, 0.023], [-0.237, 3.853, 1.594], [-2.957, 3.172, 2.250], [-1.333, -1.137, -1.811], [-2.594, 0.042, -2.096], [-0.707, -1.059, 1.325], [-0.533, -2.748, -0.574], [0.901, -2.237, -0.380], [1.098, 0.501, -0.662], [2.723, -0.059, 0.823], [1.943, -1.348, 1.379], [2.595, 3.373, 0.396]],
  "lumo_ev": -4.454,
  "homo_ev": -13.2,
  "gap_ev": 8.70,
  "total_charge": 1
}

---

{
  "formula": "C4H10NO",
  "method": "the ωB97M-V functional and the def2-TZVPD basis",
  "species": ["C", "N", "C", "C", "C", "O", "H", "H", "H", "H", "H", "H", "H", "H", "H", "H"],
  "positions_angstrom": [[-0.596, 1.734, -0.494], [-0.670, 0.357, -0.012], [-0.273, 0.287, 1.404], [0.165, -0.506, -0.873], [0.657, -1.820, -0.240], [1.824, -1.687, 0.454], [-0.642, 1.713, -1.584], [0.355, 2.191, -0.205], [-1.431, 2.309, -0.099], [-0.959, -0.372, 1.936], [-0.333, 1.279, 1.859], [0.747, -0.092, 1.513], [-0.420, -0.733, -1.786], [1.047, 0.049, -1.243], [0.698, -2.560, -1.073], [-0.171, -2.150, 0.443]],
  "lumo_ev": 4.124,
  "homo_ev": -2.2,
  "gap_ev": 6.35,
  "total_charge": -1
}

---

{
  "formula": "C4H10NO",
  "method": "the ωB97M-V functional and the def2-TZVPD basis",
  "species": ["C", "C", "N", "C", "C", "O", "H", "H", "H", "H", "H", "H", "H", "H", "H", "H"],
  "positions_angstrom": [[-1.083, 0.509, -1.111], [-0.524, 0.317, 0.335], [-1.734, -0.152, 1.116], [0.624, -0.620, 0.592], [1.986, 0.099, -0.419], [2.769, 0.850, 0.254], [-1.971, 1.092, -1.077], [-1.039, -0.431, -1.673], [-0.370, 1.370, -1.439], [-0.105, 1.224, 0.857], [-1.661, -0.521, 1.983], [-2.220, -0.875, 0.646], [0.612, -1.732, 0.122], [1.032, -0.699, 1.508], [1.278, 0.488, -1.217], [2.406, -0.919, -0.478]],
  "lumo_ev": 4.167,
  "homo_ev": -1.8,
  "gap_ev": 5.93,
  "total_charge": -1
}

---

{
  "formula": "C4H10NO",
  "method": "the ωB97M-V functional and the def2-TZVPD basis",
  "species": ["C", "C", "C", "N", "C", "O", "H", "H", "H", "H", "H", "H", "H", "H", "H", "H"],
  "positions_angstrom": [[-0.528, -0.277, -2.394], [-0.098, 0.466, -1.135], [-0.045, -0.472, 0.093], [-1.320, -0.409, 0.808], [1.132, -0.102, 1.050], [0.842, 0.933, 1.871], [0.253, -1.006, -2.595], [-1.482, -0.784, -2.246], [-0.592, 0.382, -3.273], [0.911, 0.861, -1.302], [-0.734, 1.282, -0.808], [0.087, -1.519, -0.219], [-1.452, 0.557, 1.102], [-1.171, -0.904, 1.686], [1.362, -1.053, 1.616], [2.000, 0.119, 0.367]],
  "lumo_ev": 4.176,
  "homo_ev": -2.3,
  "gap_ev": 6.49,
  "total_charge": -1
}

---

{
  "formula": "C4H10NO",
  "method": "the ωB97M-V functional and the def2-TZVPD basis",
  "species": ["C", "N", "C", "C", "C", "O", "H", "H", "H", "H", "H", "H", "H", "H", "H", "H"],
  "positions_angstrom": [[0.810, 2.018, -0.841], [0.751, 0.640, -1.435], [0.606, -0.461, -0.458], [-0.702, -0.401, 0.414], [-0.909, -1.577, 1.441], [-1.443, -1.469, 2.659], [1.161, 2.620, -1.627], [1.568, 1.971, 0.029], [-0.192, 2.391, -0.442], [-0.002, 0.547, -2.141], [1.517, -0.562, 0.208], [0.593, -1.402, -0.933], [-0.600, 0.563, 0.952], [-1.625, -0.267, -0.196], [-1.530, -2.393, 0.928], [-0.004, -2.217, 1.442]],
  "lumo_ev": 3.785,
  "homo_ev": -1.8,
  "gap_ev": 5.57,
  "total_charge": -1
}

---

{
  "formula": "C4H10NO",
  "method": "the ωB97M-V functional and the def2-TZVPD basis",
  "species": ["C", "C", "N", "C", "C", "O", "H", "H", "H", "H", "H", "H", "H", "H", "H", "H"],
  "positions_angstrom": [[2.909, 1.171, -0.371], [-1.883, 0.576, 0.594], [-2.543, 0.417, -0.593], [-1.011, -0.370, -0.425], [0.210, -0.773, 0.611], [1.308, -1.340, 0.061], [2.215, 0.361, -0.115], [2.934, 1.968, 0.434], [3.954, 0.862, -0.641], [-2.348, 0.192, 1.485], [-1.623, 1.618, 0.685], [2.477, 1.596, -1.229], [-0.510, 0.135, -1.255], [-1.339, -1.407, -0.691], [0.495, 0.222, 1.102], [-0.264, -1.369, 1.438]],
  "lumo_ev": 4.318,
  "homo_ev": -3.1,
  "gap_ev": 7.44,
  "total_charge": -1
}

---

{
  "formula": "C4H10NO",
  "method": "the ωB97M-V functional and the def2-TZVPD basis",
  "species": ["C", "O", "C", "C", "C", "N", "H", "H", "H", "H", "H", "H", "H", "H", "H", "H"],
  "positions_angstrom": [[-0.361, -1.118, 0.145], [-0.329, -1.079, 1.478], [-0.214, 0.030, -0.856], [-0.363, 1.396, -0.040], [0.567, 1.430, 1.177], [-0.238, -0.321, -2.172], [2.222, -2.476, -0.356], [-0.639, -1.994, -0.557], [0.695, -0.566, -0.242], [-1.398, 1.547, 0.291], [0.012, 2.158, -0.757], [1.396, 2.173, 1.090], [-0.008, 1.609, 2.096], [1.056, 0.477, 1.350], [2.409, -3.051, 0.113], [0.713, -0.214, -2.564]],
  "lumo_ev": 4.278,
  "homo_ev": -2.8,
  "gap_ev": 7.12,
  "total_charge": -1
}

---

{
  "formula": "C4H10NO",
  "method": "the ωB97M-V functional and the def2-TZVPD basis",
  "species": ["C", "C", "C", "C", "O", "N", "H", "H", "H", "H", "H", "H", "H", "H", "H", "H"],
  "positions_angstrom": [[-0.153, -1.609, -0.180], [0.084, -0.184, -0.361], [-0.295, 1.122, 0.496], [-1.798, 0.974, 0.640], [-2.562, 1.073, -0.290], [1.592, -0.007, -0.332], [-1.248, -1.913, -0.515], [0.562, -2.053, -0.883], [0.046, -1.954, 0.861], [-0.206, 0.132, -1.364], [0.256, 1.308, 1.443], [-0.117, 1.992, -0.094], [-2.086, 0.977, 1.721], [1.808, 0.449, -1.252], [2.052, 0.560, 0.442], [2.064, -0.867, -0.333]],
  "lumo_ev": [0.639, 0.536],
  "homo_ev": [-3.7, -10.2],
  "spin_multiplicity": 2,
  "gap_ev": [4.35, 10.77]
}

---

no.,molar mass (g mol⁻¹)
1,114.15
2,130.15
3,130.15
4,161.13
5,128.16
6,128.16
7,240.29
8,88.13
9,88.13
10,88.13
11,88.13
12,88.13
13,88.13
14,88.13